1.
{"formula": "C12H36AlO6S6", "method": "the ωB97M-V functional and the def2-TZVPD basis", "total_charge": 3, "e_lumo_ha": -0.49281, "homo_lumo_gap_ha": 0.1148, "relative_energy_kcal_mol": 258.80, "symbols": ["Al", "C", "S", "O", "C", "H", "H", "H", "H", "H", "H", "C", "S", "O", "C", "H", "H", "H", "H", "H", "H", "C", "S", "O", "C", "H", "H", "H", "H", "H", "H", "C", "S", "O", "C", "H", "H", "H", "H", "H", "H", "C", "S", "O", "C", "H", "H", "H", "H", "H", "H", "C", "S", "O", "C", "H", "H", "H", "H", "H", "H"], "positions_angstrom": [[-0.01, -0.23, 0.67], [4.89, -1.30, 0.33], [3.87, -0.98, -1.21], [2.39, -0.96, -0.80], [4.18, -2.57, -2.13], [5.03, -0.37, 0.90], [5.84, -1.59, -0.11], [4.51, -2.06, 1.01], [3.64, -2.57, -3.08], [4.01, -3.52, -1.62], [5.26, -2.59, -2.29], [-3.33, 0.49, -2.81], [-3.56, 1.39, -1.27], [-2.44, 0.91, -0.37], [-3.29, 3.12, -1.96], [-2.52, 0.92, -3.40], [-4.23, 0.31, -3.39], [-2.97, -0.52, -2.62], [-3.18, 3.83, -1.14], [-4.17, 3.51, -2.47], [-2.37, 3.20, -2.53], [0.60, 4.79, 1.81], [-1.00, 3.99, 1.35], [-0.71, 2.51, 1.25], [-1.75, 3.91, 3.01], [1.44, 4.43, 1.22], [0.71, 4.63, 2.88], [0.55, 5.87, 1.69], [-2.69, 3.37, 3.10], [-1.85, 4.91, 3.44], [-1.07, 3.25, 3.55], [-1.43, -4.33, -2.42], [0.17, -3.61, -2.14], [-0.13, -2.35, -1.31], [0.79, -4.86, -1.02], [-1.48, -5.35, -2.82], [-1.98, -3.64, -3.06], [-1.93, -4.46, -1.46], [0.99, -5.81, -1.52], [0.03, -4.97, -0.24], [1.76, -4.58, -0.60], [3.47, 3.08, 2.65], [3.64, 1.70, 1.43], [2.24, 1.41, 0.92], [4.44, 2.78, 0.11], [3.40, 4.01, 2.08], [4.40, 3.11, 3.21], [2.62, 2.88, 3.30], [5.43, 3.08, 0.45], [3.85, 3.68, -0.11], [4.54, 2.27, -0.85], [-5.05, -1.61, 0.51], [-3.52, -2.60, 0.04], [-2.26, -1.77, -0.15], [-3.50, -3.35, 1.76], [-4.71, -0.68, 0.98], [-5.65, -2.19, 1.20], [-5.56, -1.29, -0.40], [-3.70, -2.65, 2.58], [-2.50, -3.79, 1.85], [-4.19, -4.15, 2.04]], "mulliken_charge": [1.44, -0.81, 0.45, -0.49, -1.05, 0.25, 0.42, 0.32, 0.37, 0.29, 0.45, -0.62, 0.48, -0.45, -0.95, 0.38, 0.44, -0.07, 0.29, 0.41, 0.35, -0.71, 0.42, -0.36, -1.04, -0.02, 0.33, 0.48, 0.33, 0.40, 0.34, -0.77, 0.45, -0.32, -0.90, 0.43, 0.34, 0.07, 0.46, 0.30, 0.27, -0.98, 0.35, -0.42, -1.05, 0.30, 0.46, 0.33, 0.48, 0.37, 0.33, -1.00, 0.37, -0.15, -1.11, 0.32, 0.43, 0.37, 0.41, 0.29, 0.47]}

=====

2.
{"formula": "C12H36AlO6S6", "method": "the ωB97M-V functional and the def2-TZVPD basis", "total_charge": 3, "e_lumo_ha": -0.31168, "homo_lumo_gap_ha": 0.2671, "relative_energy_kcal_mol": 348.60, "symbols": ["Al", "C", "S", "O", "C", "H", "H", "H", "H", "H", "H", "C", "S", "O", "C", "H", "H", "H", "H", "H", "H", "C", "S", "O", "C", "H", "H", "H", "H", "H", "H", "C", "S", "O", "C", "H", "H", "H", "H", "H", "H", "C", "S", "O", "C", "H", "H", "H", "H", "H", "H", "C", "S", "O", "C", "H", "H", "H", "H", "H", "H"], "positions_angstrom": [[0.30, -0.74, 0.61], [-3.31, -1.28, 2.93], [-2.81, -1.37, 1.21], [-1.29, -1.41, 1.15], [-3.44, -3.05, 0.81], [-3.01, -0.29, 3.27], [-2.93, -1.96, 3.69], [-4.39, -1.41, 2.99], [-4.52, -3.16, 0.88], [-3.02, -3.71, 1.57], [-3.20, -3.28, -0.23], [-1.63, -1.51, -3.17], [-1.60, -0.06, -2.03], [-0.52, -0.36, -0.95], [-0.80, 1.25, -3.07], [-1.78, -1.39, -4.24], [-2.45, -2.21, -2.98], [-0.74, -2.14, -3.10], [-1.12, 2.24, -2.74], [-1.13, 1.23, -4.11], [0.29, 1.14, -3.11], [-3.69, 0.99, -0.28], [-2.60, 0.83, 1.19], [-1.23, 0.26, 0.82], [-2.29, 2.60, 1.21], [-3.34, 1.67, -1.06], [-4.71, 1.12, 0.07], [-3.56, -0.04, -0.59], [-1.33, 2.90, 1.63], [-3.12, 3.13, 1.68], [-2.25, 3.08, 0.23], [4.45, -0.88, 0.80], [3.35, 0.43, 1.42], [2.05, -0.27, 1.71], [3.07, 1.40, -0.11], [5.18, -0.37, 0.17], [3.93, -1.58, 0.15], [5.06, -1.48, 1.47], [2.93, 0.78, -1.00], [3.97, 1.99, -0.28], [2.29, 2.12, 0.14], [2.48, -0.61, -3.02], [2.64, -1.85, -1.62], [1.82, -1.21, -0.55], [1.58, -3.22, -2.20], [3.08, -0.82, -3.91], [2.84, 0.40, -2.81], [1.48, -0.37, -3.37], [1.65, -4.17, -1.67], [2.02, -3.42, -3.18], [0.53, -2.95, -2.25], [1.72, 3.35, 1.76], [0.34, 2.19, 2.29], [0.29, 1.01, 1.29], [1.43, 1.57, 3.68], [1.41, 4.14, 1.07], [2.44, 2.77, 1.19], [2.33, 3.75, 2.57], [0.88, 0.74, 4.13], [1.57, 2.37, 4.41], [2.40, 1.13, 3.44]], "mulliken_charge": [-0.34, -1.13, 0.67, -0.24, -1.17, 0.35, 0.40, 0.50, 0.45, 0.44, 0.29, -1.01, 0.70, -0.31, -1.06, 0.47, 0.40, 0.05, 0.36, 0.54, 0.18, -1.19, 0.17, 1.40, -1.02, 0.31, 0.46, 0.49, 0.27, 0.54, 0.31, -0.59, 0.42, -0.43, 0.08, 0.48, -0.03, 0.44, -0.92, 0.73, 0.06, -1.08, 0.41, -0.33, -0.65, 0.62, 0.36, 0.24, 0.41, 0.54, -0.12, -1.01, 0.32, -0.51, -1.09, 0.46, 0.27, 0.40, 0.36, 0.54, 0.33]}

=====

3.
{"formula": "C12H36BrCuN6O2P2", "method": "the ωB97M-V functional and the def2-TZVPD basis", "total_charge": 0, "e_lumo_ha": [0.02172, -0.05786], "homo_lumo_gap_ha": [0.2341, 0.2363], "multiplicity": 3, "symbols": ["Cu", "Br", "O", "P", "N", "C", "C", "N", "C", "C", "N", "C", "C", "H", "H", "H", "H", "H", "H", "H", "H", "H", "H", "H", "H", "H", "H", "H", "H", "H", "H", "O", "P", "N", "C", "C", "N", "C", "C", "N", "C", "C", "H", "H", "H", "H", "H", "H", "H", "H", "H", "H", "H", "H", "H", "H", "H", "H", "H", "H"], "positions_angstrom": [[-3.02, -0.45, -0.52], [-2.14, -2.36, -2.21], [-1.72, -1.37, 1.25], [-0.57, -1.97, 2.00], [-0.01, -3.46, 1.33], [0.58, -3.39, -0.01], [-0.87, -4.65, 1.50], [-0.78, -2.26, 3.66], [-1.72, -1.34, 4.33], [0.03, -3.14, 4.56], [0.84, -0.88, 2.17], [2.20, -1.31, 2.21], [0.70, 0.60, 2.19], [-0.19, -3.23, -0.77], [1.08, -4.35, -0.15], [1.37, -2.67, -0.21], [-1.90, -4.30, 1.45], [-0.74, -5.15, 2.46], [-0.72, -5.34, 0.68], [-1.97, -0.49, 3.71], [-2.64, -1.90, 4.53], [-1.24, -0.96, 5.23], [0.67, -3.86, 4.05], [0.72, -2.55, 5.16], [-0.52, -3.69, 5.33], [2.43, -1.68, 3.21], [2.37, -2.21, 1.62], [2.92, -0.58, 1.83], [0.47, 1.04, 1.22], [1.61, 1.14, 2.45], [0.01, 1.00, 2.93], [-1.27, 0.71, -1.20], [-0.49, 1.79, -1.86], [-0.93, 3.37, -1.41], [-2.30, 3.97, -1.80], [-0.24, 4.04, -0.32], [-0.50, 1.74, -3.54], [-0.26, 2.86, -4.43], [-0.22, 0.40, -4.16], [1.17, 1.59, -1.42], [1.73, 0.26, -1.31], [2.26, 2.56, -1.96], [-3.16, 3.59, -1.25], [-2.54, 3.82, -2.86], [-2.27, 5.05, -1.74], [0.12, 4.98, -0.73], [0.54, 3.34, 0.00], [-0.99, 4.10, 0.46], [-0.71, 2.68, -5.41], [-0.65, 3.78, -3.98], [0.77, 3.11, -4.68], [-1.01, -0.35, -4.03], [-0.17, 0.48, -5.24], [0.73, -0.12, -4.05], [1.29, -0.46, -2.01], [2.77, 0.24, -1.61], [1.59, -0.24, -0.35], [3.10, 2.78, -1.30], [1.76, 3.52, -2.09], [2.65, 2.15, -2.89]], "mulliken_charge": [-0.42, -0.61, -0.19, -0.30, 0.22, -0.68, -1.11, 0.41, -1.11, -1.16, 0.49, -1.15, -1.51, 0.02, 0.52, 0.09, 0.38, 0.25, 0.43, 0.31, 0.33, 0.33, 0.37, 0.37, 0.34, 0.29, 0.37, 0.40, 0.53, 0.42, 0.36, 0.52, -0.32, 0.40, -1.08, -1.10, 0.37, -1.07, -0.93, 0.33, -0.41, -1.11, 0.28, 0.37, 0.37, 0.32, 0.36, 0.38, 0.39, 0.35, 0.31, 0.20, 0.39, 0.32, 0.15, 0.50, -0.41, 0.31, 0.38, 0.42]}